Entry 1:
Formula: C62H156N10O21
Source: the Open Molecules 2025 dataset
Level of theory: ωB97M-V with the def2-TZVPD basis set

Positions of all 249 atoms, in Å:
C: 9.945 5.897 -0.585
O: 10.194 4.568 -0.327
C: 9.432 3.690 -1.199
C: 9.302 2.263 -0.638
N: 8.307 2.443 0.443
C: 7.690 1.175 0.672
C: 6.333 1.120 -0.171
O: 6.443 0.420 -1.412
C: 5.245 0.113 -2.131
H: 10.593 6.440 0.103
H: 8.925 6.274 -0.509
H: 10.342 6.204 -1.553
H: 9.845 3.577 -2.202
H: 8.433 4.116 -1.291
H: 10.265 1.902 -0.278
H: 9.001 1.574 -1.427
H: 8.584 2.876 1.312
H: 7.491 0.891 1.705
H: 8.382 0.395 0.355
H: 6.184 2.178 -0.384
H: 5.526 0.847 0.510
H: 5.407 -0.261 -3.141
H: 4.910 1.113 -2.406
H: 4.434 -0.361 -1.577
C: -6.889 -1.358 1.712
O: -6.427 -0.644 2.876
C: -4.985 -0.628 2.813
C: -4.347 0.123 4.066
N: -3.034 -0.400 4.352
C: -2.219 0.582 5.039
C: -0.689 0.151 5.237
O: -0.542 -1.001 6.011
C: 0.879 -1.282 6.341
H: -6.403 -2.334 1.716
H: -6.751 -0.874 0.745
H: -7.940 -1.622 1.822
H: -4.572 -0.088 1.961
H: -4.631 -1.646 2.975
H: -4.929 0.055 4.985
H: -4.186 1.160 3.773
H: -3.068 -1.371 4.628
H: -2.657 1.172 5.844
H: -1.995 1.268 4.222
H: -0.075 0.926 5.695
H: -0.285 0.035 4.232
H: 0.971 -2.322 6.653
H: 1.334 -0.590 7.051
H: 1.445 -1.303 5.410
C: -2.824 4.878 -2.177
O: -2.911 5.737 -1.020
C: -2.971 5.134 0.262
C: -1.735 4.438 0.827
N: -0.509 5.215 0.859
C: 0.166 5.040 -0.505
C: 1.586 5.447 -0.572
O: 2.494 4.343 -0.277
C: 3.857 4.879 -0.369
H: -3.756 4.729 -2.723
H: -2.472 3.864 -1.985
H: -2.159 5.303 -2.928
H: -3.772 4.398 0.206
H: -3.308 5.856 1.006
H: -1.704 3.423 0.430
H: -1.795 4.143 1.875
H: -0.766 6.190 0.920
H: -0.404 5.614 -1.237
H: 0.191 4.000 -0.829
H: 1.834 6.217 0.158
H: 1.802 6.036 -1.463
H: 4.451 4.132 0.158
H: 4.109 5.807 0.143
H: 4.058 5.157 -1.404
C: 1.229 -4.883 2.074
O: 1.763 -5.918 2.797
C: 0.776 -6.974 3.228
C: 1.575 -8.314 3.468
N: 2.378 -7.998 4.617
C: 3.455 -8.941 4.796
C: 3.657 -9.411 6.248
O: 4.215 -8.368 7.072
C: 4.582 -8.911 8.392
H: 2.002 -4.163 1.804
H: 0.331 -4.542 2.589
H: 0.783 -5.225 1.140
H: 0.144 -7.190 2.367
H: 0.175 -6.642 4.074
H: 1.974 -8.667 2.517
H: 0.903 -9.086 3.843
H: 2.807 -7.101 4.442
H: 4.345 -8.497 4.350
H: 3.396 -9.838 4.180
H: 4.328 -10.268 6.189
H: 2.688 -9.782 6.584
H: 5.213 -9.796 8.314
H: 3.760 -9.008 9.101
H: 5.250 -8.174 8.836
C: -2.926 1.002 -0.262
O: -2.538 -0.317 0.088
C: -1.135 -0.624 -0.074
C: -0.846 -1.970 0.744
N: 0.645 -2.052 0.903
C: 1.017 -1.557 2.195
C: 2.569 -1.202 2.288
O: 2.990 -0.112 1.434
C: 2.606 1.196 1.787
H: -4.015 0.955 -0.253
H: -2.475 1.473 -1.135
H: -2.720 1.686 0.561
H: -0.541 0.193 0.336
H: -0.927 -0.489 -1.135
H: -1.206 -2.811 0.151
H: -1.370 -1.946 1.700
H: 1.165 -1.313 0.452
H: 0.852 -2.346 2.928
H: 0.510 -0.666 2.565
H: 3.069 -2.112 1.954
H: 2.807 -0.923 3.314
H: 1.595 1.434 1.455
H: 3.163 1.959 1.243
H: 2.744 1.290 2.864
C: -2.162 2.869 -4.911
O: -1.069 3.729 -4.830
C: -0.899 4.632 -5.840
C: -2.077 5.580 -5.986
N: -1.557 6.871 -6.555
C: -2.539 7.948 -6.750
C: -2.148 8.964 -7.845
O: -1.760 8.309 -9.064
C: -1.375 9.169 -10.133
H: -3.041 3.480 -5.117
H: -2.216 2.294 -3.987
H: -2.177 2.280 -5.827
H: -0.636 4.180 -6.796
H: -0.048 5.258 -5.576
H: -2.440 5.773 -4.976
H: -2.790 5.336 -6.773
H: -1.002 6.733 -7.388
H: -2.748 8.472 -5.817
H: -3.482 7.474 -7.020
H: -1.263 9.506 -7.512
H: -2.922 9.697 -8.073
H: -0.570 9.798 -9.752
H: -2.188 9.890 -10.206
H: -1.168 8.534 -10.994
C: 3.571 -3.017 -3.777
O: 2.265 -2.461 -3.536
C: 1.438 -2.882 -2.477
C: 0.701 -4.235 -2.623
N: -0.136 -4.694 -1.506
C: -1.522 -5.164 -1.913
C: -2.167 -5.802 -0.744
O: -2.417 -4.860 0.272
C: -2.764 -5.461 1.538
H: 4.254 -2.202 -4.018
H: 3.420 -3.764 -4.556
H: 4.001 -3.459 -2.878
H: 0.685 -2.095 -2.436
H: 2.198 -2.789 -1.702
H: 1.460 -4.992 -2.820
H: 0.074 -4.110 -3.506
H: -0.116 -4.154 -0.653
H: -1.420 -5.946 -2.665
H: -2.070 -4.314 -2.321
H: -1.513 -6.512 -0.237
H: -3.162 -6.175 -0.984
H: -2.895 -4.688 2.295
H: -1.919 -6.116 1.751
H: -3.645 -6.091 1.418
C: -9.471 1.363 0.043
O: -8.483 2.351 0.070
C: -7.601 2.203 1.148
C: -6.267 2.882 0.911
N: -5.481 3.102 2.148
C: -5.896 4.291 2.817
C: -5.240 4.366 4.270
O: -4.991 3.037 4.848
C: -6.160 2.548 5.548
H: -9.174 0.340 -0.188
H: -10.140 1.470 -0.811
H: -9.882 1.462 1.048
H: -7.350 1.165 1.361
H: -8.070 2.501 2.086
H: -6.480 3.884 0.538
H: -5.709 2.555 0.034
H: -5.476 2.321 2.789
H: -6.949 4.568 2.860
H: -5.364 5.034 2.223
H: -5.744 5.028 4.974
H: -4.201 4.695 4.310
H: -7.022 2.637 4.886
H: -6.428 3.142 6.422
H: -6.215 1.505 5.858
C: -2.539 -0.512 -4.404
O: -2.638 -0.348 -5.831
C: -1.504 -0.607 -6.598
C: -1.927 -0.203 -8.013
N: -2.909 -1.185 -8.572
C: -3.402 -0.993 -9.988
C: -4.361 0.242 -10.194
O: -5.640 -0.140 -9.727
C: -6.555 0.962 -9.609
H: -1.780 0.073 -3.884
H: -2.364 -1.558 -4.151
H: -3.461 -0.163 -3.940
H: -1.331 -1.678 -6.495
H: -0.610 -0.079 -6.269
H: -1.113 -0.034 -8.718
H: -2.371 0.792 -7.981
H: -3.756 -1.045 -8.040
H: -4.078 -1.787 -10.305
H: -2.536 -0.937 -10.647
H: -4.388 0.490 -11.256
H: -3.958 1.060 -9.597
H: -7.575 0.761 -9.280
H: -6.560 1.547 -10.529
H: -6.272 1.523 -8.718
C: 10.157 -2.271 7.039
O: 8.860 -2.467 7.599
C: 8.869 -3.706 8.376
C: 8.350 -4.726 7.389
N: 6.840 -4.720 7.487
C: 6.261 -5.716 6.606
C: 4.895 -5.385 5.994
O: 5.054 -4.169 5.208
C: 4.009 -3.702 4.376
H: 10.019 -1.385 6.420
H: 10.257 -3.131 6.376
H: 11.074 -2.215 7.625
H: 8.024 -3.603 9.057
H: 9.714 -3.979 9.007
H: 8.659 -5.722 7.705
H: 8.725 -4.523 6.386
H: 6.550 -3.849 7.066
H: 6.183 -6.659 7.148
H: 6.905 -5.924 5.752
H: 4.277 -5.397 6.893
H: 4.538 -6.176 5.335
H: 3.063 -3.703 4.917
H: 3.936 -4.330 3.487
H: 4.259 -2.708 4.006
C: -7.087 1.851 -3.240
C: -5.641 1.459 -3.212
O: -5.031 1.877 -4.400
H: -7.198 2.819 -2.752
H: -7.567 0.980 -2.792
H: -7.351 1.915 -4.296
H: -5.568 0.381 -3.358
H: -5.082 1.831 -2.354
H: -5.020 1.130 -5.002

Properties
- energy (eV) = -124698.4971
- highest occupied orbital energy (eV) = -8.390
- gap between HOMO and LUMO (eV) = 8.9
- energy relative to the best compared isomer or geometry (same formula, charge and spin) (kJ/mol) = 860.91
- LUMO level (eV) = 0.54
- structure (SMILES) = COCCNCCOC.COCCNCCOC.COCCNCCOC.COCCNCCOC.COCCNCCOC.COCCNCCOC.COCCNCCOC.COCCNCCOC.COCCNCCOC.COCCNCCOC.CCO
- charge = 0
- 2S+1 = 1

Entry 2:
Formula: C17H15F3N6O6PdS2
Source: the Open Molecules 2025 dataset
Level of theory: ωB97M-V with the def2-TZVPD basis set

Positions of all 50 atoms, in Å:
Pd: 0.592 0.369 -0.021
N: -5.249 -1.303 4.659
C: -3.924 -0.873 4.414
C: -3.228 -1.344 3.306
C: -1.908 -0.977 3.100
C: -1.284 -0.121 3.992
C: -1.964 0.354 5.100
C: -3.281 -0.023 5.313
S: 0.438 0.265 3.751
O: 1.079 -1.018 3.574
O: 0.852 1.037 4.909
N: 0.617 1.080 2.381
C: -0.184 2.138 2.109
N: 0.073 2.756 0.915
C: -0.772 3.685 0.515
C: -1.865 4.097 1.266
C: -1.982 3.493 2.504
N: -1.155 2.563 2.951
H: -5.732 -1.571 3.816
H: -5.788 -0.635 5.188
H: -3.724 -2.002 2.598
H: -1.363 -1.335 2.236
H: -1.451 1.027 5.775
H: -3.822 0.341 6.183
H: -0.558 4.125 -0.456
H: -2.568 4.837 0.910
H: -2.783 3.775 3.187
N: 2.898 2.984 -0.026
C: 3.923 2.101 -0.121
O: 5.101 2.446 -0.022
C: 3.524 0.686 -0.368
C: 4.279 -0.325 0.172
C: 3.879 -1.653 0.010
C: 2.722 -1.902 -0.706
N: 2.021 -0.961 -1.347
C: 2.379 0.342 -1.157
H: 3.133 3.901 0.312
H: 1.950 2.661 0.153
H: 5.170 -0.069 0.733
H: 4.441 -2.468 0.448
H: 2.354 -2.919 -0.820
H: 2.019 1.038 -1.912
F: -0.960 -1.957 -2.105
C: -1.569 -1.595 -0.974
F: -0.857 -2.062 0.058
F: -2.746 -2.275 -0.923
S: -1.981 0.254 -0.969
O: -1.018 0.988 -1.784
O: -3.274 0.170 -1.628
O: -2.075 0.590 0.441

Properties
- energy (eV) = -72402.8561
- highest occupied orbital energy (eV) = -1.070
- gap between HOMO and LUMO (eV) = 5.8
- energy relative to the best compared isomer or geometry (same formula, charge and spin) (kJ/mol) = 33.34
- LUMO level (eV) = 4.76
- charge = -2
- 2S+1 = 1

Entry 3:
Formula: CH5NO3P
Source: the Open Molecules 2025 dataset
Level of theory: ωB97M-V with the def2-TZVPD basis set

Positions of all 11 atoms, in Å:
C: -0.088 -1.108 -0.814
N: 0.575 1.575 1.066
O: 0.644 2.052 -1.370
O: 2.835 1.017 -0.325
O: -1.324 -0.434 -0.868
P: 1.319 1.184 -0.422
H: 0.104 -1.697 0.226
H: 0.176 -1.817 -1.572
H: 1.169 1.378 1.860
H: -0.208 0.937 1.144
H: -1.130 0.513 -0.709

Properties
- energy (eV) = -18040.5219
- highest occupied orbital energy (alpha / beta) (eV) = -3.299 / -3.298
- gap between HOMO and LUMO (alpha / beta) (eV) = 7.4 / 7.4
- energy relative to the best compared isomer or geometry (same formula, charge and spin) (kJ/mol) = 162.13
- LUMO level (alpha / beta) (eV) = 4.12 / 4.12
- charge = -1
- 2S+1 = 1

Entry 4:
Formula: C22H63N3O8
Source: the Open Molecules 2025 dataset
Level of theory: ωB97M-V with the def2-TZVPD basis set

Positions of all 96 atoms, in Å:
C: 0.426 -4.928 -6.871
O: 0.110 -4.310 -5.648
C: 0.056 -2.901 -5.730
C: -0.221 -2.350 -4.329
C: -0.571 -0.867 -4.323
N: 0.955 -2.612 -3.484
H: -0.195 -4.584 -7.708
H: 0.156 -5.977 -6.736
H: 1.472 -4.809 -7.163
H: 0.957 -2.488 -6.193
H: -0.835 -2.642 -6.324
H: -1.048 -2.933 -3.912
H: -0.086 -0.204 -5.037
H: -0.325 -0.530 -3.316
H: -1.655 -0.832 -4.448
H: 1.438 -3.476 -3.716
H: 0.726 -2.742 -2.504
C: -3.334 2.837 6.246
O: -3.903 1.709 5.628
C: -3.003 1.034 4.794
C: -2.538 1.776 3.525
C: -3.645 2.668 2.921
N: -2.061 0.874 2.482
H: -2.994 3.567 5.507
H: -2.450 2.652 6.874
H: -4.052 3.277 6.935
H: -2.123 0.683 5.350
H: -3.536 0.137 4.465
H: -1.744 2.501 3.758
H: -4.589 2.137 2.805
H: -3.224 3.020 1.981
H: -3.850 3.489 3.609
H: -1.451 0.191 2.914
H: -1.555 1.308 1.721
C: -5.311 -4.047 1.339
O: -5.015 -2.844 1.996
C: -4.501 -1.808 1.166
C: -3.177 -2.083 0.445
C: -2.167 -2.817 1.315
N: -2.661 -0.893 -0.187
H: -5.458 -4.862 2.045
H: -4.572 -4.343 0.590
H: -6.273 -3.969 0.812
H: -5.300 -1.470 0.497
H: -4.302 -1.009 1.887
H: -3.476 -2.754 -0.373
H: -2.425 -3.874 1.355
H: -2.253 -2.450 2.341
H: -1.184 -2.663 0.873
H: -2.262 -0.209 0.437
H: -3.210 -0.522 -0.942
C: 1.313 -0.878 3.001
C: 2.531 0.007 2.972
O: 2.248 1.278 2.362
H: 1.577 -1.780 3.550
H: 0.972 -1.198 2.011
H: 0.470 -0.307 3.387
H: 3.342 -0.455 2.391
H: 2.843 0.261 3.994
H: 3.070 1.796 2.438
C: 0.062 4.724 0.161
C: 0.891 4.458 1.390
O: 1.264 5.759 1.898
H: 0.656 5.295 -0.559
H: -0.861 5.287 0.279
H: -0.152 3.807 -0.392
H: 1.793 3.861 1.238
H: 0.328 3.900 2.145
H: 1.908 5.599 2.596
C: 4.670 1.819 0.148
C: 5.511 1.948 1.422
O: 4.816 2.388 2.593
H: 3.952 1.000 0.215
H: 5.327 1.677 -0.705
H: 4.169 2.787 0.075
H: 6.185 2.768 1.137
H: 6.108 1.061 1.644
H: 5.297 2.047 3.351
C: 4.212 -1.326 -3.164
C: 4.066 -0.719 -4.565
O: 2.977 -1.318 -5.254
H: 3.282 -1.097 -2.631
H: 5.009 -0.838 -2.603
H: 4.270 -2.411 -3.213
H: 4.988 -0.930 -5.111
H: 4.009 0.370 -4.485
H: 2.289 -1.500 -4.586
C: 1.020 1.465 -1.725
C: 0.428 0.411 -0.771
O: 0.186 1.110 0.448
H: 0.401 2.301 -2.042
H: 1.332 1.008 -2.674
H: 1.950 1.802 -1.261
H: 1.182 -0.373 -0.695
H: -0.527 0.122 -1.200
H: 0.872 0.949 1.118

Properties
- energy (eV) = -44682.6777
- highest occupied orbital energy (eV) = -8.386
- gap between HOMO and LUMO (eV) = 8.6
- energy relative to the best compared isomer or geometry (same formula, charge and spin) (kJ/mol) = 93.22
- LUMO level (eV) = 0.25
- structure (SMILES) = COC[C@H](C)N.COC[C@H](C)N.COC[C@H](C)N.CCO.CCO.CCO.CCO.CCO
- charge = 0
- 2S+1 = 1

Entry 5:
Formula: C9H14O
Source: the Open Molecules 2025 dataset
Level of theory: ωB97M-V with the def2-TZVPD basis set

Positions of all 24 atoms, in Å:
C: 1.843 1.822 2.230
C: 1.084 0.683 1.567
C: -0.288 0.542 1.674
C: -0.935 -0.584 1.173
C: -0.203 -1.571 0.544
O: -0.761 -2.581 -0.186
C: 1.192 -1.503 0.551
C: 1.827 -0.379 1.036
H: 1.158 2.414 2.841
H: 2.255 2.519 1.499
H: 2.614 1.400 2.870
H: -0.834 1.294 2.229
H: -2.004 -0.670 1.339
H: -1.705 -2.618 0.000
H: 1.703 -2.330 0.071
H: 2.909 -0.362 1.046
C: -1.237 0.999 -2.388
C: -1.197 -0.479 -2.752
H: -0.764 1.624 -3.146
H: -2.278 1.331 -2.352
H: -0.781 1.143 -1.410
H: -1.714 -0.712 -3.684
H: -0.190 -0.901 -2.766
H: -1.693 -1.080 -1.990

Properties
- energy (eV) = -11607.4123
- highest occupied orbital energy (eV) = -8.433
- gap between HOMO and LUMO (eV) = 9.3
- energy relative to the best compared isomer or geometry (same formula, charge and spin) (kJ/mol) = 21.66
- LUMO level (eV) = 0.88
- structure (SMILES) = Cc1ccc(O)cc1.CC
- charge = 0
- 2S+1 = 1

Entry 6:
Formula: C13H14O
Source: the Open Molecules 2025 dataset
Level of theory: ωB97M-V with the def2-TZVPD basis set

Positions of all 28 atoms, in Å:
C: -3.753 -0.575 0.809
C: -2.820 0.073 0.346
C: 3.291 0.227 0.186
C: 2.647 -0.301 -0.889
C: 2.592 0.223 1.398
C: 1.396 -0.972 -0.757
C: 1.240 -0.256 1.518
C: 0.694 -0.961 0.415
C: -0.190 1.157 -2.118
C: -1.231 0.467 -1.546
C: -0.948 1.558 0.830
C: -0.642 -1.476 0.416
C: -1.589 0.528 -0.105
O: -1.084 -2.349 -0.626
H: -4.443 -0.743 1.578
H: 4.217 0.825 0.058
H: 3.029 -0.357 -1.834
H: 3.026 0.693 2.390
H: 1.150 -1.560 -1.570
H: 0.676 -0.148 2.443
H: -0.227 1.200 -3.209
H: 0.404 1.873 -1.481
H: -1.731 -0.343 -2.229
H: 0.108 1.340 0.853
H: -1.246 2.465 0.512
H: -1.297 1.470 1.815
H: -1.238 -1.632 1.324
H: -2.033 -2.427 -0.528

Properties
- energy (eV) = -15749.7055
- highest occupied orbital energy (alpha / beta) (eV) = -7.313 / -7.314
- gap between HOMO and LUMO (alpha / beta) (eV) = 7.4 / 7.4
- energy relative to the best compared isomer or geometry (same formula, charge and spin) (kJ/mol) = 580.66
- LUMO level (alpha / beta) (eV) = 0.05 / 0.05
- charge = 0
- 2S+1 = 1

Question: What is the energy in the fourth record?
Answer: -44682.6777 eV

Question: The highest energy relative to the best compared isomer or geometry (same formula, charge and spin) belongs to which entry?
Answer: C62H156N10O21

Question: The highest energy belongs to which entry?
Answer: C9H14O

Question: charge of number 5 (C9H14O)?
Answer: 0